1.
DFT (the ωB97M-V functional and the def2-TZVPD basis) results for a 2-piece molecular cluster, C3H6ClNO overall in a non-equilibrium geometry.

Calculated values
energy above the lowest of the compared OMol25 structures with the same formula, charge and spin = 2.7778 eV
HOMO = -10.446 eV
frontier orbital gap = 11.18 eV
SMILES = [H]/N=C1\O[C@@H]1C.Cl

Element x y z (Å)
Cl  -1.8510  -3.1710  0.9333
O  1.7511  0.4527  -0.3728
N  0.8362  -1.6347  0.2834
C  0.9265  -0.4956  -0.1178
C  0.3644  0.6715  -0.7073
C  -0.5116  1.7186  -0.0572
H  1.6606  -2.1346  0.5655
H  -1.6038  1.5186  -0.5398
H  -0.3789  2.7359  -0.2454
H  -0.9825  -2.1468  1.0406
H  0.1725  0.8202  -1.8502
H  -0.3835  1.6651  1.0677

***

2.
DFT (the ωB97M-V functional and the def2-TZVPD basis) results for one molecule with the formula C6H13N3 in a non-equilibrium geometry.

Calculated values
energy above the lowest of the compared OMol25 structures with the same formula, charge and spin = 5.1669 eV
HOMO = -7.028 eV
frontier orbital gap = 7.83 eV

Element x y z (Å)
N  0.0677  1.0286  0.3627
N  -1.3835  -2.1158  0.3666
N  -0.7305  -0.9275  0.6853
C  0.9997  -0.4831  0.4569
C  -2.3190  0.7448  -0.2624
C  0.4380  2.0430  -0.6304
C  1.8828  -0.5271  1.4813
C  1.3372  -1.0140  -0.9094
C  -1.1759  0.2718  0.2473
H  -2.1471  -2.3353  0.9975
H  0.7038  -0.5860  -1.6886
H  1.6002  -0.2303  2.4845
H  -0.2165  2.9117  -0.5551
H  0.2400  1.3690  1.3063
H  -2.5564  1.7961  -0.3497
H  2.8158  -1.0612  1.3649
H  2.3825  -0.8254  -1.1611
H  0.3443  1.6228  -1.6281
H  -1.7466  -2.1126  -0.5865
H  1.4713  2.3346  -0.4433
H  -3.1743  0.1875  -0.6180
H  1.1667  -2.0916  -0.9207